# 1
120
Properties=species:S:1:pos:R:3:lowdin_charge:R:1 method="wB97M-V/def2-TZVPD" homo_lumo_gap_ev="6.449 / 2.316" s_squared=0.75 total_charge=+1 largest_force_ev_per_a=4.01 energy_ev=-52786.0996 spin_multiplicity=2 lumo_energy_ev="-2.68 / -6.81"
C 4.2277 1.2791 2.3928 -0.040
C 3.5913 -0.0490 2.7809 -0.473
C 4.1149 -0.4146 4.1603 -0.061
O 2.2369 0.2840 2.9568 -0.082
H 3.8917 1.5457 1.3907 0.053
H 5.3123 1.1758 2.3625 0.087
H 3.8880 2.0849 3.0435 0.098
H 3.7971 -0.8647 2.0878 0.144
H 3.5889 -1.1817 4.7285 0.069
H 3.9722 0.3734 4.8997 0.086
H 5.1987 -0.5312 4.1585 0.084
H 1.9111 -0.5945 3.1656 0.020
C -3.1536 0.4257 1.9006 -0.070
C -2.9195 1.7856 1.1758 -0.405
C -4.2873 2.6216 1.1010 -0.018
O -2.0485 2.4578 2.1353 -0.088
H -2.4086 -0.3071 1.5907 0.033
H -4.0273 -0.0615 1.4677 0.068
H -3.2503 0.4522 2.9860 0.085
H -2.3908 1.6675 0.2299 0.107
H -4.7957 2.1039 0.2875 0.069
H -3.9597 3.5787 0.6950 0.049
H -4.8405 2.6185 2.0401 0.084
H -1.1549 2.2280 1.8705 0.034
C -1.3457 -2.2517 3.1295 -0.026
C -0.0935 -1.4117 3.7187 -0.410
C -0.1273 -1.3707 5.1803 -0.070
O 1.1291 -2.1268 3.3307 -0.087
H -1.5199 -3.2192 3.6003 0.073
H -1.2064 -2.2380 2.0485 0.049
H -2.2091 -1.6379 3.3863 0.054
H -0.0857 -0.3652 3.4138 0.134
H 0.8011 -0.9332 5.5476 0.092
H -0.1915 -2.3155 5.7199 0.091
H -0.9987 -0.7621 5.4219 0.100
H 1.3244 -2.8887 3.8812 0.101
C 2.4227 -1.6654 -5.7840 -0.041
C 2.0505 -0.9660 -4.4504 -0.456
C 0.6100 -0.5363 -4.3122 -0.069
O 2.3153 -1.8499 -3.3200 -0.074
H 1.9326 -2.6370 -5.7207 0.070
H 3.4530 -1.9482 -5.9998 0.078
H 1.9591 -1.2070 -6.6575 0.079
H 2.6539 -0.0600 -4.3925 0.126
H 0.3543 0.1077 -3.4708 0.063
H 0.0120 -1.4393 -4.1895 0.081
H 0.2255 -0.0577 -5.2129 0.084
H 2.0068 -1.4177 -2.5202 0.036
C 1.9812 1.3991 -0.7107 -0.019
C 0.5842 1.0140 -0.2090 -0.457
C 0.3696 -0.5017 -0.4086 -0.046
O 0.4398 1.2283 1.1494 -0.057
H 2.1130 1.1579 -1.7655 0.072
H 2.7599 0.8216 -0.2123 0.070
H 2.2217 2.4517 -0.5618 0.075
H -0.2760 1.4666 -0.7021 0.117
H 0.4857 -0.8054 -1.4490 0.035
H -0.6488 -0.8714 -0.2891 0.064
H 0.9862 -1.1792 0.1820 0.085
H 1.1481 0.8530 1.6777 0.044
C -0.9035 4.1486 -1.1885 -0.007
C -1.0841 5.6159 -0.7402 -0.477
C -0.4998 5.7734 0.7295 -0.115
C 1.0429 5.9545 0.8807 -0.171
C 1.4216 7.1438 0.0574 -0.145
C 1.0477 6.9854 -1.4671 -0.457
N -0.4011 6.6177 -1.5741 -0.126
O -0.8640 6.6500 -2.8743 -0.017
C 1.3044 8.3819 -2.0957 -0.051
C 2.0360 6.0260 -2.1914 -0.026
C -2.5477 6.0796 -0.6734 -0.036
H -1.0395 4.1626 -2.2699 0.088
H -1.4986 3.4644 -0.5838 0.061
H 0.1476 3.8901 -1.0602 0.058
H -1.1204 6.4219 1.3479 0.116
H -0.6983 4.7944 1.1655 0.093
H 1.5912 5.0510 0.6138 0.102
H 1.0270 6.1166 1.9584 0.113
H 2.4963 7.2337 0.2158 0.119
H 0.9222 8.0791 0.3103 0.116
H 2.3725 8.5989 -2.0983 0.082
H 0.9502 8.5719 -3.1089 0.076
H 0.8946 9.2224 -1.5356 0.077
H 1.9580 5.0413 -1.7307 0.056
H 1.6721 6.0083 -3.2187 0.079
H 3.0440 6.4403 -2.2124 0.081
H -3.1106 5.6394 0.1496 0.066
H -2.9699 5.7111 -1.6083 0.079
H -2.7176 7.1468 -0.5310 0.090
H -1.2572 7.5170 -2.9985 0.106
C 0.2690 -5.3690 -2.0507 0.018
C -0.2636 -6.5729 -1.2998 -0.484
C 0.3991 -6.7356 0.0603 -0.121
C -0.1232 -5.6790 1.0745 -0.145
C -1.6208 -5.9016 1.2163 -0.141
C -2.4290 -5.7582 -0.0954 -0.418
N -1.7159 -6.4487 -1.1846 0.110
O -2.4679 -6.5135 -2.3754 0.120
C -3.7841 -6.4713 0.2392 -0.002
C -2.6144 -4.2365 -0.3116 0.008
C 0.0842 -7.8490 -2.0836 -0.009
H 1.3482 -5.3249 -2.1968 0.119
H 0.0089 -4.4304 -1.5612 0.084
H -0.1978 -5.3863 -3.0356 0.101
H 0.3247 -7.7323 0.4950 0.129
H 1.4812 -6.6078 0.0319 0.136
H 0.0772 -4.6762 0.6973 0.105
H 0.4214 -5.8470 2.0036 0.126
H -1.9167 -5.1289 1.9259 0.115
H -1.8869 -6.8180 1.7429 0.126
H -3.5935 -7.5138 0.4944 0.092
H -4.4686 -5.9790 0.9299 0.108
H -4.4233 -6.5796 -0.6370 0.082
H -3.0604 -4.0294 -1.2843 0.097
H -3.4268 -3.8519 0.3050 0.102
H -1.7652 -3.5824 -0.1136 0.075
H -0.3029 -8.7228 -1.5595 0.099
H 1.1630 -7.9888 -2.1527 0.109
H -0.2112 -7.8169 -3.1323 0.094
H -2.6520 -7.4513 -2.4667 0.145



# 2
71
Properties=species:S:1:pos:R:3:lowdin_charge:R:1 method="wB97M-V/def2-TZVPD" homo_lumo_gap_ev="5.730 / 3.810" s_squared=0.76 total_charge=+3 largest_force_ev_per_a=1.28 energy_ev=-71372.7570 spin_multiplicity=2 lumo_energy_ev="-9.63 / -11.52"
Ir -0.3377 -0.4317 -0.1594 1.488
Cl 6.5437 -2.6692 -0.4561 0.756
C 4.9152 -2.1803 -0.7037 -0.655
C 4.3029 -2.4220 -1.9483 -0.030
C 3.0081 -2.0387 -2.1961 0.023
C 2.2537 -1.3984 -1.2020 -0.317
O 1.0238 -1.0323 -1.5015 -0.224
C 2.8740 -1.1280 0.0520 -0.145
C 2.2639 -0.4041 1.0987 -0.054
N 1.0865 0.1755 1.1200 -0.097
C 0.6433 0.8923 2.2665 -0.265
C 1.4138 1.3876 3.2853 0.027
C 0.8001 2.0454 4.3731 -0.014
C -0.5516 2.2444 4.4156 0.018
C -1.3659 1.8003 3.3469 -0.128
C -2.7514 2.0643 3.2420 0.054
C -3.4351 1.6666 2.1259 0.002
C -2.7576 0.9596 1.1228 -0.067
N -1.4740 0.6570 1.2068 -0.065
C -0.7568 1.1013 2.2912 -0.203
C 4.2136 -1.5529 0.2809 -0.036
H 4.8734 -2.9234 -2.7197 0.129
H 2.5536 -2.2249 -3.1593 0.131
H 2.8447 -0.3237 2.0138 0.140
H 2.4930 1.3098 3.2697 0.128
H 1.4268 2.4209 5.1705 0.131
H -1.0064 2.7724 5.2437 0.137
H -3.2528 2.6059 4.0350 0.144
H -4.4841 1.8913 1.9955 0.130
H -3.2717 0.6328 0.2276 0.122
H 4.6835 -1.3529 1.2358 0.127
N -2.1893 -3.9159 1.3985 0.199
C -1.9811 -4.1458 2.7514 -0.185
C -2.6209 -5.1930 3.4039 0.035
C -2.3625 -5.3957 4.7432 0.023
C -1.4726 -4.5632 5.4460 0.009
C -0.8475 -3.5162 4.8124 -0.050
C -1.1022 -3.3030 3.4503 -0.393
S -0.3217 -1.9859 2.6893 1.265
N -0.8054 -2.0350 1.0897 -0.317
C -1.6367 -2.9620 0.6395 -0.240
C -1.9699 -2.9277 -0.8001 -0.175
C -2.7012 -3.8940 -1.4646 0.041
C -2.8060 -3.8089 -2.8484 0.022
C -2.1269 -2.8020 -3.5069 0.036
C -1.4050 -1.8763 -2.7667 -0.077
N -1.3627 -1.9112 -1.4358 -0.014
H -2.8270 -4.5498 0.9357 0.161
H -3.3097 -5.8362 2.8695 0.141
H -2.8518 -6.2091 5.2626 0.141
H -1.2813 -4.7495 6.4941 0.140
H -0.1660 -2.8678 5.3495 0.131
H -3.1602 -4.7339 -0.9605 0.128
H -3.3811 -4.5425 -3.3974 0.141
H -2.1552 -2.7188 -4.5847 0.140
H -0.8393 -1.0916 -3.2419 0.109
C -2.2584 1.1277 -2.7400 -0.054
C -0.7880 1.4491 -2.6106 -0.208
O -0.3866 1.4041 -1.2018 -0.328
C 0.6878 2.3928 -0.9378 -0.183
C 2.0511 2.0442 -1.4703 -0.027
H -2.4970 0.9161 -3.7829 0.104
H -2.8650 1.9753 -2.4236 0.098
H -2.5560 0.2650 -2.1444 0.042
H -0.6250 2.4753 -2.9336 0.136
H -0.1134 0.8058 -3.1757 0.115
H 0.6764 2.5256 0.1424 0.111
H 0.3195 3.3116 -1.3908 0.134
H 2.4432 1.1175 -1.0648 0.051
H 2.7247 2.8519 -1.1788 0.110
H 2.0671 1.9793 -2.5581 0.100



# 3
54
Properties=species:S:1:pos:R:3:nbo_charge:R:1 method="wB97M-V/def2-TZVPD" homo_lumo_gap_ev=3.549 total_charge=-2 largest_force_ev_per_a=4.88 energy_ev=-43842.4746 lumo_energy_ev=4.31
C -0.4382 1.3346 -5.1221 -0.344
C 0.9545 1.5400 -4.9393 -0.363
C 1.1358 2.3977 -3.8158 -0.380
C -0.1595 2.7259 -3.3006 -0.381
C -1.1331 2.0638 -4.1166 -0.364
Pb 0.1672 -0.5018 -2.2304 1.048
N -1.4002 -1.7078 -3.3951 -1.069
C -0.4530 -2.8317 -3.5922 -0.257
C 0.9719 -2.3212 -3.6030 -0.888
H 2.0823 2.7487 -3.4217 0.171
H 1.7526 1.1020 -5.5409 0.179
H -0.3631 3.3692 -2.4561 0.173
H -2.2075 2.1094 -3.9811 0.179
H -0.8958 0.6995 -5.8792 0.190
H 1.2719 -1.8623 -4.5504 0.188
H -0.5570 -3.5868 -2.7840 0.141
H -2.1720 -2.0095 -2.8032 0.315
H 1.7295 -2.8924 -3.0847 0.178
H -0.6579 -3.3031 -4.5761 0.119
N -0.0087 -1.4754 -0.1996 -1.489
P 0.0366 -0.4394 0.9996 1.668
C 1.7069 0.3777 1.1296 -0.268
C 2.5634 0.0788 2.2159 -0.238
C 3.7455 0.7896 2.4456 -0.232
C 4.2287 1.6680 1.4759 -0.237
C 3.5242 1.7696 0.2679 -0.219
C 2.2609 1.1825 0.1069 -0.218
C -1.5897 0.4779 1.1714 -0.262
C -2.4582 0.2426 2.2600 -0.237
C -3.6461 0.9545 2.4380 -0.238
C -4.1240 1.7933 1.4224 -0.236
C -3.3378 1.9325 0.2718 -0.209
C -2.0880 1.3109 0.1429 -0.209
C 0.0218 -1.3093 2.5696 -0.417
C -0.0686 -2.6919 2.6060 -0.116
C -0.1780 -3.3137 3.8604 -0.245
C -0.2592 -2.5504 5.0341 -0.234
C -0.0981 -1.1638 4.9691 -0.245
C 0.0582 -0.5354 3.7365 -0.194
H 2.3135 -0.7000 2.9401 0.218
H 4.2997 0.6460 3.3801 0.193
H 5.1730 2.2005 1.6251 0.194
H 3.9601 2.3286 -0.5645 0.212
H 1.7299 1.3699 -0.8343 0.269
H -2.2104 -0.4801 3.0423 0.217
H -4.2215 0.8339 3.3623 0.193
H -5.0823 2.3111 1.5306 0.196
H -3.7279 2.5132 -0.5687 0.211
H -1.5127 1.4981 -0.7680 0.263
H -0.0498 -3.2328 1.6592 0.259
H -0.2436 -4.3955 3.9116 0.199
H -0.4017 -3.0414 6.0084 0.197
H -0.1337 -0.5630 5.8794 0.197
H 0.1892 0.5389 3.6646 0.222